19
Properties=species:S:1:pos:R:3:forces:R:3:mulliken_charge:R:1 method="wB97M-V/def2-TZVPD" max_force_ev_per_a=4.0 gap_ev=6.3 e_above_lowest_kcal_mol=74.4 charge=-1
C -3.015 -1.375 -0.155 -2.0 -1.4 2.9 0.75
C -0.977 1.114 0.263 -1.7 -0.3 -1.7 -0.64
C -2.129 1.317 0.853 0.0 0.8 1.0 0.34
C -2.979 -1.096 -1.406 -0.1 -0.5 0.1 -0.70
C 0.708 -0.686 -0.034 -0.2 -0.8 1.0 -1.27
C 1.341 1.571 0.836 1.2 -3.9 0.3 -1.38
C 0.232 0.463 0.820 0.7 1.8 -0.1 0.72
O -3.073 1.716 1.450 0.3 -0.5 -0.5 -0.56
O -3.200 -1.701 0.987 0.9 0.6 -2.2 -0.51
S -1.184 1.373 -1.512 0.7 1.1 0.1 -0.50
H -3.711 -1.210 -2.167 -0.7 -0.6 0.0 0.27
H -2.250 -0.366 -1.653 1.4 1.1 -0.4 0.07
H -0.250 -0.978 -0.426 0.2 -0.8 -1.4 0.20
H 1.015 -1.556 0.625 0.4 1.0 -0.8 0.26
H 1.482 -0.294 -0.749 -1.0 -1.1 0.4 0.44
H 2.250 0.979 0.483 -0.7 1.4 0.3 0.27
H 1.565 1.850 1.837 0.0 1.1 0.7 0.32
H 1.015 2.269 0.124 0.1 1.5 -0.7 0.42
H -0.118 0.152 1.773 0.5 -0.5 1.3 0.49


92
Properties=species:S:1:pos:R:3:forces:R:3:mulliken_charge:R:1 method="wB97M-V/def2-TZVPD" multiplicity=5 max_force_ev_per_a=3.7 gap_ev="5.6 / 5.9" e_above_lowest_kcal_mol=0.0
Ru -0.890 -20.215 13.079 -1.1 -1.1 3.4 -0.84
N -3.921 -18.671 15.907 -1.8 0.8 -0.5 -0.45
C -2.833 -18.984 15.186 2.8 -1.6 1.2 0.46
S -3.000 -19.319 13.499 -0.8 0.7 -0.9 -0.37
N -1.725 -19.245 15.873 -1.7 0.4 -0.9 -1.81
N -0.780 -19.892 15.126 0.1 0.4 -0.6 2.96
C 0.366 -20.201 15.725 1.8 -2.0 -0.3 0.00
C 0.551 -20.154 17.190 0.3 0.0 1.0 -0.62
C 1.693 -19.495 17.649 0.8 0.3 -0.9 -0.47
C 2.033 -19.374 18.984 -1.6 -0.5 0.6 -0.88
C 1.136 -19.904 19.954 1.0 0.9 -0.3 -0.36
C -0.044 -20.491 19.533 0.0 -0.8 0.3 -0.80
C -0.278 -20.717 18.178 -0.4 0.5 -0.5 0.22
C 1.401 -20.836 14.879 -2.7 1.5 -0.3 0.26
C 2.650 -21.355 15.238 0.7 -0.7 -0.8 -0.54
C 3.510 -21.874 14.264 -0.4 0.3 0.8 -0.86
C 3.102 -21.866 12.927 -1.2 -0.3 -1.5 -1.12
C 1.808 -21.439 12.625 0.0 0.5 0.4 -0.43
N 0.968 -20.884 13.536 2.8 -0.8 -0.7 1.06
H -4.782 -18.392 15.410 1.0 -0.1 0.8 0.23
H -3.776 -18.472 16.883 -0.2 0.1 -0.1 0.23
H 2.371 -19.109 16.863 -0.4 0.1 0.7 0.53
H 2.864 -18.751 19.243 0.5 -0.1 0.3 0.39
H 1.372 -19.842 21.025 -0.2 0.2 -0.5 0.37
H -0.769 -20.844 20.292 0.5 0.1 -0.6 0.35
H -1.141 -21.309 17.902 -0.1 0.2 -0.2 0.38
H 2.886 -21.373 16.286 0.3 -0.1 0.2 0.67
H 4.475 -22.330 14.485 -0.3 0.3 0.3 0.42
H 3.685 -22.270 12.081 -0.1 0.2 0.8 0.44
H 1.371 -21.503 11.616 0.6 0.1 0.5 0.10
C 1.161 -20.786 8.911 -0.7 -0.1 0.8 -1.02
Si 0.138 -19.157 8.879 -0.4 -0.5 -0.9 0.52
C 0.958 -17.507 8.501 1.2 0.4 1.5 -0.90
C -1.164 -19.176 7.433 0.0 -1.8 0.8 -1.11
Se -1.103 -19.048 10.982 -0.4 0.6 -2.4 -0.27
H 1.333 -21.147 7.915 0.0 0.0 -0.8 0.53
H 0.635 -21.655 9.431 0.6 1.4 -0.4 0.09
H 2.164 -20.628 9.318 -0.2 -0.1 0.4 0.32
H 1.605 -17.418 7.620 -0.2 -0.5 0.1 0.41
H 1.563 -17.180 9.385 -0.3 -0.3 -0.7 0.09
H 0.217 -16.724 8.400 -0.5 0.0 -0.1 0.31
H -0.657 -18.974 6.473 -0.1 0.0 0.5 0.35
H -1.886 -18.401 7.644 -0.3 0.3 -0.1 0.34
H -1.721 -20.162 7.321 0.6 1.2 0.2 0.26
C -2.962 -23.859 9.654 0.3 0.0 1.0 -0.71
C -1.615 -23.916 10.015 0.3 -0.8 -1.5 -0.75
C -1.103 -23.264 11.115 0.4 0.5 0.3 0.04
C -1.999 -22.579 11.937 -0.6 -0.7 0.9 -0.05
C -3.377 -22.482 11.601 2.2 -0.9 0.2 -0.25
C -3.821 -23.139 10.486 -0.8 0.5 -1.3 -0.68
N -1.570 -22.105 13.205 0.3 1.4 -1.1 1.02
C -1.801 -22.760 14.414 -1.2 -0.4 0.7 -0.16
C -2.814 -22.328 15.326 0.7 -0.1 -1.4 0.20
C -2.951 -23.023 16.512 0.6 -0.3 0.6 -0.92
C -2.240 -24.217 16.711 -0.2 -0.3 0.1 -0.51
C -1.324 -24.685 15.757 0.1 -0.5 1.1 -0.81
C -1.030 -23.899 14.675 -0.4 0.5 -1.1 -0.37
H -3.366 -24.439 8.836 0.2 0.2 -0.1 0.45
H -0.926 -24.514 9.397 -0.4 0.3 0.3 0.37
H -0.010 -23.271 11.328 -1.1 -0.2 0.0 0.60
H -4.016 -22.025 12.301 -0.7 0.7 0.5 0.44
H -4.854 -22.974 10.168 0.2 -0.4 0.3 0.36
H -3.501 -21.525 15.004 0.7 -0.3 0.5 0.35
H -3.508 -22.600 17.354 -0.3 -0.3 -0.5 0.40
H -2.462 -24.817 17.607 0.3 0.4 -0.4 0.36
H -0.788 -25.641 15.882 -0.4 0.6 0.1 0.37
H -0.319 -24.178 13.894 0.0 -0.1 0.4 0.36
C 5.770 -15.565 13.382 1.2 0.2 0.7 -1.61
C 4.720 -14.629 13.973 -0.7 1.0 -0.8 1.93
C 4.703 -13.301 13.068 1.2 -1.3 -0.2 -1.49
C 4.998 -14.173 15.434 1.2 0.2 -1.0 -1.78
C 3.343 -15.318 13.860 -0.5 0.1 -0.8 0.55
C 2.297 -15.002 14.742 0.8 -0.9 -0.9 -0.58
C 1.064 -15.634 14.692 -0.3 -0.6 -0.4 -1.54
C 0.835 -16.560 13.678 1.3 0.8 -0.8 0.89
O -0.249 -17.323 13.417 -0.4 -1.1 -0.9 -0.47
B 0.098 -18.152 12.277 0.7 2.2 0.3 1.55
O 1.351 -17.727 11.759 0.0 0.3 1.4 -0.80
C 1.817 -16.753 12.675 -0.6 -1.1 0.7 0.06
C 3.076 -16.211 12.768 0.3 0.8 0.6 -0.77
H 6.824 -15.215 13.605 -1.1 -0.1 -0.4 0.39
H 5.639 -15.643 12.279 0.3 -0.3 0.9 0.32
H 5.691 -16.518 13.926 0.0 -0.1 -0.7 0.40
H 5.744 -12.961 12.863 -0.4 -0.1 0.7 0.37
H 4.151 -12.503 13.557 -0.2 0.0 -0.3 0.38
H 4.380 -13.537 12.037 -0.5 0.1 0.6 0.36
H 6.102 -13.943 15.493 -1.1 -0.1 0.2 0.38
H 4.745 -14.908 16.206 0.0 0.1 -0.2 0.37
H 4.437 -13.238 15.555 0.2 -0.3 0.5 0.39
H 2.476 -14.305 15.525 0.1 0.4 0.5 0.41
H 0.357 -15.406 15.463 -0.5 -0.1 0.1 0.52
H 3.855 -16.421 12.035 -0.4 -0.1 0.2 0.25